Entry 1:
Formula: C31H33AsIN2O8S2W
Source: OMol25
Level of theory: wB97M-V/def2-TZVPD

Structure (XYZ):
```
79
C31H33AsIN2O8S2W, DFT wB97M-V/def2-TZVPD
C 4.679 1.450 -0.534
C 0.620 0.571 1.805
H -3.566 -2.533 1.219
C -0.324 -3.029 2.322
C 3.706 2.393 -0.376
C -2.700 -3.120 1.522
C 1.882 1.089 5.293
C 4.862 -2.111 -1.514
C 0.329 2.878 4.779
C -1.548 -2.187 1.923
H -1.131 -0.721 3.469
N 1.951 0.796 -0.776
S -3.062 -0.439 -1.501
O -2.210 5.461 -2.986
O -2.408 0.848 0.806
H -2.748 -1.323 -4.170
C -1.200 3.321 -3.168
H -0.378 -4.764 -1.765
H -0.182 3.774 5.096
H 3.205 -3.469 -1.646
H 5.594 -2.852 -1.797
H -0.074 -3.723 1.521
C -0.172 0.978 -3.191
H 1.822 4.097 -0.311
O 0.281 0.961 -4.330
C 2.549 -1.528 -1.104
C -0.894 2.089 -2.577
C 4.301 0.139 -0.875
H -3.034 4.542 -0.581
H -3.511 -4.168 -1.353
H 3.956 3.418 -0.142
H -2.732 -0.580 2.737
C 5.258 -0.841 -1.181
H -2.752 5.962 -2.363
C 1.215 2.252 5.646
H -2.369 -3.719 0.672
C -0.652 -4.167 -2.627
H -4.308 -2.776 -2.138
W -0.793 -0.204 -0.468
H 6.304 -0.574 -1.162
As -1.753 -2.310 -2.044
H -3.490 -4.029 -3.124
H -2.968 -3.770 2.351
H -0.861 3.524 -4.171
H 0.238 -3.776 -3.111
C -1.980 -1.285 3.089
H 1.064 3.292 -1.695
C -1.818 -1.867 -3.999
H -1.792 -2.757 -4.630
C -3.468 -3.467 -2.186
C 3.521 -2.457 -1.452
C 2.359 2.048 -0.581
C -2.411 3.880 -1.163
C 1.374 3.170 -0.656
C 2.907 -0.165 -0.904
H -1.286 -4.722 -3.314
C 1.673 0.563 4.039
O -1.230 -1.393 0.810
O -0.095 -0.051 -2.338
H 2.174 -0.338 3.720
H 2.567 0.615 5.981
N -1.303 1.771 -1.298
C 0.797 1.181 3.136
O -3.300 2.815 1.403
O -0.077 1.176 0.908
O 1.149 -0.518 1.517
C -1.936 4.239 -2.449
H -2.384 -1.892 3.895
H 0.493 2.957 -0.058
C -2.084 2.649 -0.648
C 0.115 2.341 3.527
H -0.980 -1.221 -4.254
H -0.526 -3.574 3.241
H 5.727 1.696 -0.430
C -2.654 2.091 0.661
H 0.528 -2.370 2.472
I 1.581 3.088 7.555
H -0.589 2.791 2.845
S 0.948 -2.115 -0.815
```

Kohn-Sham gap = 5.357 eV
Net charge = -1

Mulliken atomic charge list, values in e, 2 entries: C -1.18; C 0.70


Entry 2:
Formula: C31H33BF45N4O6
Source: OMol25
Level of theory: wB97M-V/def2-TZVPD

Structure (XYZ):
```
120
C31H33BF45N4O6, DFT wB97M-V/def2-TZVPD
F 3.082 4.432 -3.867
F -2.246 -3.347 0.775
H 2.743 8.466 5.369
F -2.881 -6.765 0.704
H -4.324 0.640 -2.251
C 1.749 8.013 5.472
H 3.930 -7.765 3.709
C 3.505 5.663 -4.236
F -2.870 2.988 -1.982
F 0.091 3.067 1.436
O -1.885 2.790 2.502
C -1.446 1.489 0.441
F 1.043 4.572 -2.683
C -0.062 -8.366 -1.975
C 2.046 -3.496 2.059
C -1.024 2.712 3.646
C -1.608 -4.609 1.248
O 0.802 -9.818 -4.981
F 0.115 -7.343 -2.842
F 2.183 -7.547 -3.963
H 2.790 -7.408 2.556
H -0.912 -4.325 3.479
C 3.199 -5.182 0.578
F 0.929 4.511 4.362
H 0.005 7.242 9.025
O 5.144 -5.559 3.724
F 0.597 2.493 -3.155
C -0.516 1.316 4.033
F -5.231 4.556 -2.656
C 0.395 4.072 -4.943
O 1.354 8.344 6.809
F -4.424 4.811 -0.660
C 0.026 -10.171 -3.829
C -4.145 2.666 -1.641
F -4.561 4.795 -5.809
H 2.754 -3.194 0.138
H 1.035 7.038 -6.178
C -3.873 3.816 -5.162
F 2.335 5.874 6.274
N 2.282 -3.978 0.645
F -1.725 3.837 0.543
B 4.506 -6.156 2.509
H 0.475 6.261 3.546
H 1.135 8.533 4.727
F -5.134 1.973 -5.947
C 0.579 -8.500 -5.479
F 1.179 -0.334 3.811
F -2.350 -6.414 3.003
F -0.418 9.392 7.659
H -5.990 3.659 -1.054
H 2.112 -5.968 -1.021
C -5.019 3.910 -1.486
F 2.904 7.796 -4.992
F -1.457 0.395 3.698
F 0.522 -7.980 -0.810
H -5.766 1.532 -2.607
N 2.755 -6.241 -0.223
C -4.673 1.611 -2.624
H 0.263 -2.309 3.052
C 0.859 0.945 3.478
F 1.623 6.922 -3.468
H 0.264 -5.327 2.346
F -0.710 8.163 5.901
C -2.759 -5.709 1.738
F -0.408 5.939 5.296
H -2.484 1.405 0.122
H 0.079 -11.267 -3.800
C 0.452 -3.001 2.122
H 3.082 -7.228 -0.109
C 0.546 -9.679 -2.471
H 5.041 -4.410 1.374
F -3.335 4.390 -4.055
F -4.058 2.064 -0.413
H -0.784 3.931 -3.112
F -1.148 0.383 1.172
F -0.435 1.282 5.400
O -4.167 1.669 -3.964
H -0.218 3.454 3.598
F 0.247 -10.648 -1.549
F 0.355 -8.634 -6.814
F -0.569 3.402 -5.630
C -4.794 2.634 -4.806
C -0.378 7.054 8.022
F -0.572 -8.021 -4.957
H -1.039 -9.955 -3.974
F 1.903 -9.618 -2.512
C 0.701 5.841 4.529
F -1.722 6.859 8.102
F -5.960 3.019 -4.241
C 1.781 -7.560 -5.260
F -0.934 -5.227 0.046
F 1.462 -6.277 -5.579
F -4.021 -4.955 1.933
H -1.657 3.052 4.476
H 2.156 -4.314 2.889
H 2.631 -7.866 -5.869
N 4.552 -5.323 1.241
C 1.921 6.520 5.153
C -1.217 2.785 1.242
H 1.934 5.586 -6.472
F 4.232 6.142 -3.191
H -1.133 -8.474 -1.787
H 4.184 5.551 -5.084
C 2.355 6.614 -4.570
C -0.042 8.222 7.075
F 1.574 3.649 -5.453
N 3.840 -7.508 2.684
C -0.456 -4.377 2.397
F -0.650 1.448 -0.662
F 0.156 5.882 7.589
O 0.220 5.452 -5.262
F 2.956 6.415 4.262
H 1.638 1.594 3.886
H 2.696 -2.535 2.222
C 1.409 6.134 -5.680
F 0.919 1.008 2.128
H 4.533 -4.785 3.959
H 0.135 -2.468 1.127
C 0.243 3.775 -3.439
H -3.052 3.492 -5.801
```

Kohn-Sham gap = 8.287 eV
Net charge = +1

Mulliken atomic charge list, values in e, 2 entries: F -0.18; F -0.26


Among the records above, which one has the highest Kohn-Sham gap? C31H33BF45N4O6


Among the records above, which one has the lowest Kohn-Sham gap? C31H33AsIN2O8S2W